The following is a DFT calculation (ωB97M-V/def2-TZVPD) of a 5-piece molecular cluster, C48H56ClN8 overall.

Geometry as XYZ:
```
113
Properties=species:S:1:pos:R:3:forces:R:3:mulliken_charge:R:1
C 5.799 6.220 2.760 0.9 -0.2 1.1 -0.869
N 4.847 5.483 1.925 0.7 -0.1 -1.0 0.005
C 3.624 5.300 2.348 -1.6 -1.7 -0.2 -0.322
C 2.756 4.497 1.576 -0.6 1.6 2.6 -0.838
C 3.041 4.105 0.318 0.3 -0.4 -1.6 0.989
C 4.295 4.414 -0.201 1.5 0.5 2.1 -0.537
C 5.229 4.998 0.719 -1.0 0.2 -1.7 -0.752
C 2.020 3.364 -0.478 -1.2 -1.0 1.2 1.270
C 1.069 2.537 0.208 -0.3 0.4 -2.4 -1.050
C 0.027 1.961 -0.562 1.0 1.2 3.0 -0.374
N -0.115 2.208 -1.843 -0.3 -0.5 -0.5 0.441
C 0.778 2.913 -2.520 1.6 1.8 0.5 -0.912
C 1.860 3.510 -1.859 -0.7 -0.2 -0.1 -0.640
C -1.350 1.826 -2.526 -0.7 0.1 0.0 -0.778
H 6.659 5.582 2.964 0.3 0.1 -0.6 0.423
H 5.407 6.330 3.771 -0.4 0.4 -0.3 0.301
H 6.087 7.177 2.324 -0.1 -0.2 -0.1 0.373
H 3.382 5.665 3.335 -0.2 0.1 -0.1 0.409
H 1.786 4.304 2.011 0.0 0.0 0.0 0.440
H 4.550 4.123 -1.209 0.4 0.2 0.1 0.596
H 6.255 5.236 0.478 0.1 -0.2 -0.3 0.531
H 0.936 2.458 1.277 0.6 -0.2 0.1 0.535
H -0.770 1.508 0.010 -0.1 -0.7 -0.5 0.274
H 0.549 3.223 -3.528 -0.1 -0.4 -0.2 0.670
H 2.432 4.254 -2.394 0.2 -0.2 -0.2 0.760
H -1.784 2.765 -2.869 -0.1 -0.3 -0.5 0.437
H -2.048 1.409 -1.800 0.3 -0.3 -0.1 0.210
H -1.114 1.109 -3.312 -0.3 0.2 0.0 0.306
C 4.559 3.755 -7.449 0.1 1.1 -1.9 -0.848
N 4.338 2.832 -6.420 -2.2 -2.4 3.9 0.033
C 3.020 2.445 -6.083 2.5 -0.2 -0.5 -0.672
C 2.807 1.650 -4.967 0.4 0.3 -1.2 -0.605
C 3.894 1.243 -4.211 0.9 -0.7 1.3 0.430
C 5.210 1.529 -4.614 -0.1 1.0 -0.4 -0.719
C 5.379 2.392 -5.665 -1.4 0.5 -2.0 -0.137
C 3.626 0.585 -2.886 -1.8 -1.5 -0.3 1.007
C 4.438 0.857 -1.795 -0.6 0.4 0.4 -0.667
C 4.130 0.355 -0.559 -1.6 -1.2 0.7 -0.593
N 2.984 -0.445 -0.319 3.0 0.9 -1.9 0.253
C 2.262 -0.844 -1.358 0.4 1.3 -1.5 -0.453
C 2.509 -0.295 -2.631 1.0 0.0 0.4 -0.729
C 2.606 -0.884 0.983 0.1 0.4 1.9 -0.814
H 4.897 3.218 -8.334 -0.3 0.1 -0.3 0.368
H 5.377 4.430 -7.196 -0.3 0.3 0.1 0.397
H 3.592 4.240 -7.588 0.5 0.5 -0.6 0.313
H 2.271 2.718 -6.812 -0.2 0.2 0.1 0.507
H 1.827 1.256 -4.741 -0.1 0.3 0.0 0.659
H 6.203 1.301 -4.257 -0.4 -0.9 1.1 0.569
H 6.309 2.773 -6.061 0.5 -0.3 0.4 0.554
H 5.185 1.636 -1.831 0.5 -0.4 -0.2 0.514
H 4.812 0.577 0.248 -0.4 -0.2 0.5 0.445
H 1.447 -1.533 -1.191 -0.2 0.0 0.2 0.477
H 1.812 -0.689 -3.356 0.3 0.3 -0.6 0.645
H 2.422 -1.956 1.059 0.1 0.1 -0.3 0.354
H 1.694 -0.341 1.231 -0.2 -0.3 0.2 0.311
H 3.399 -0.585 1.668 -0.1 -0.2 0.1 0.298
C -3.241 -13.422 0.423 -0.5 -0.6 -0.6 -0.846
N -2.615 -12.099 0.546 0.7 0.8 0.7 0.044
C -1.413 -11.742 -0.068 -1.5 -2.2 1.2 -0.255
C -0.806 -10.593 0.242 0.2 2.5 0.3 -0.642
C -1.494 -9.623 0.982 -1.3 0.3 0.3 1.037
C -2.787 -9.936 1.487 1.8 -0.2 0.2 -0.703
C -3.243 -11.242 1.388 1.0 0.8 -0.9 -0.449
C -0.961 -8.245 1.247 0.0 0.0 0.0 0.814
C 0.384 -7.970 1.530 0.5 0.9 0.5 -0.702
C 0.810 -6.674 1.767 -0.3 0.5 -0.9 -0.077
N -0.023 -5.594 1.651 -0.8 -0.8 1.5 0.081
C -1.331 -5.830 1.538 -0.8 -1.9 -0.9 -0.347
C -1.821 -7.144 1.283 0.5 1.6 0.5 -0.697
C 0.416 -4.187 1.850 0.9 -0.9 -0.1 -1.016
H -3.341 -13.961 1.365 1.1 0.0 0.2 0.381
H -2.705 -13.954 -0.363 -0.3 -0.3 0.3 0.278
H -4.304 -13.307 0.214 0.1 0.3 -0.8 0.410
H -0.792 -12.434 -0.616 -0.9 -0.7 -0.3 0.386
H 0.164 -10.394 -0.189 0.1 0.0 0.1 0.426
H -3.294 -9.237 2.136 -0.2 -0.1 0.0 0.443
H -4.070 -11.559 2.006 -0.2 -0.4 -0.4 0.480
H 1.195 -8.667 1.681 -0.4 -0.6 -0.3 0.460
H 1.857 -6.467 1.930 0.0 0.1 0.2 0.386
H -1.995 -4.981 1.605 0.0 0.0 -0.1 0.516
H -2.892 -7.236 1.172 0.0 -0.1 -0.1 0.460
H -0.037 -3.617 2.662 -0.6 -0.6 0.0 0.385
H 0.201 -3.686 0.906 0.5 0.3 0.1 0.469
H 1.451 -4.343 2.153 0.2 0.8 -0.5 0.239
C -4.310 8.737 3.300 0.6 0.6 -0.9 -0.830
N -4.412 7.317 2.962 -1.7 -1.7 1.3 0.042
C -3.357 6.559 2.664 0.6 2.7 -0.2 -0.209
C -3.442 5.273 2.305 1.8 -1.6 -1.1 -0.677
C -4.581 4.571 2.389 -4.3 0.0 0.6 1.273
C -5.723 5.312 2.844 0.7 0.9 -0.3 -0.790
C -5.631 6.682 3.127 1.3 -1.0 -0.9 -0.428
C -4.790 3.141 2.025 1.2 -0.7 0.5 1.161
C -3.646 2.276 2.094 -0.7 1.9 0.1 -0.950
C -3.752 0.964 1.799 -0.4 -0.8 0.0 -0.447
N -4.951 0.498 1.439 0.0 -0.9 -0.3 0.072
C -6.034 1.274 1.380 -1.1 -1.0 -0.5 -0.415
C -6.050 2.596 1.715 1.8 1.1 0.0 -0.777
C -5.050 -0.936 1.037 -0.3 -0.2 -0.3 -0.835
H -4.843 8.921 4.233 0.3 0.3 -0.1 0.373
H -4.676 9.321 2.455 -0.8 -0.1 0.2 0.381
H -3.259 9.020 3.245 0.0 -0.1 0.9 0.295
H -2.403 7.061 2.598 -0.1 0.3 0.1 0.348
H -2.580 4.840 1.819 0.3 -0.1 0.4 0.426
H -6.722 4.903 2.877 0.1 -0.2 0.3 0.353
H -6.492 7.263 3.422 0.1 0.2 0.0 0.494
H -2.688 2.675 2.393 0.0 0.0 0.1 0.581
H -2.987 0.202 1.815 0.5 0.3 0.1 0.472
H -6.906 0.763 1.000 -0.3 0.1 0.2 0.507
H -6.924 3.226 1.641 -0.2 -0.4 -0.1 0.474
H -5.277 -0.996 -0.028 0.0 0.2 0.0 0.394
H -5.854 -1.441 1.573 0.1 0.2 0.2 0.409
H -4.105 -1.450 1.208 0.0 0.3 0.1 0.195
Cl -1.081 -1.124 0.353 0.3 0.4 -0.1 -0.653
```
Forces are in eV/Å.

Multiplicity: 1
Lowest unoccupied orbital energy in eV: -15.75
Relative energy (zero: lowest compared OMol25 entry of this formula, charge and spin) in kJ/mol: 669.6
E in eV: -75049.55627
Gap between HOMO and LUMO in eV: 6.36
Total charge: +7